46
Properties=species:S:1:pos:R:3:lowdin_charge:R:1 method="wB97M-V/def2-TZVPD" smiles="CC1=C(Cl)C(=O)OC1=O.COC[C@@H](C)N.COC[C@@H](C)N" mol_weight_g_mol=324.805 energy_ev=-39623.2708 gap_ev=7.64 lumo_energy_ev=-1.326 total_charge=0
C 3.237 -3.457 -0.036 -0.03
C 1.639 -3.357 0.115 -0.12
C 0.860 -2.201 -0.164 -0.41
Cl 1.360 -0.548 -0.771 0.68
C -0.652 -2.645 0.208 -0.31
O -1.603 -1.832 0.162 0.08
O -0.767 -4.024 0.632 0.10
C 0.604 -4.500 0.597 -0.27
O 0.969 -5.677 0.866 0.10
H 3.611 -4.313 0.623 0.09
H 3.486 -3.576 -1.145 0.10
H 3.691 -2.489 0.401 0.09
C -7.599 -1.580 0.413 -0.11
O -6.210 -1.840 0.530 -0.19
C -5.402 -1.176 -0.440 -0.20
C -5.052 0.283 -0.082 -0.43
C -6.202 1.259 -0.314 -0.08
N -4.599 0.404 1.311 0.04
H -7.911 -1.459 -0.629 0.09
H -7.868 -0.697 0.996 0.07
H -8.138 -2.431 0.838 0.09
H -4.467 -1.746 -0.478 0.11
H -5.851 -1.251 -1.438 0.12
H -4.230 0.593 -0.736 0.13
H -6.980 1.182 0.448 0.06
H -5.836 2.290 -0.290 0.08
H -6.665 1.093 -1.291 0.08
H -3.775 -0.181 1.437 0.06
H -5.304 -0.045 1.897 0.07
C 6.992 1.956 -0.054 -0.11
O 5.795 1.271 0.278 -0.20
C 4.780 2.095 0.846 -0.20
C 3.930 2.860 -0.189 -0.43
C 4.639 4.074 -0.781 -0.07
N 3.493 1.984 -1.283 0.04
H 7.215 2.762 0.652 0.09
H 6.932 2.347 -1.071 0.07
H 7.812 1.235 -0.026 0.09
H 4.116 1.410 1.385 0.12
H 5.204 2.771 1.599 0.12
H 3.038 3.229 0.329 0.14
H 5.407 3.800 -1.507 0.06
H 3.923 4.715 -1.305 0.08
H 5.110 4.674 0.003 0.08
H 2.942 1.223 -0.890 -0.04
H 4.325 1.515 -1.646 0.07



50
Properties=species:S:1:pos:R:3:lowdin_charge:R:1 method="wB97M-V/def2-TZVPD" de_lowest_kj_mol=71.3 mol_weight_g_mol=987.111 energy_ev=-186803.0858 gap_ev="5.99 / 5.99" lumo_energy_ev="-2.144 / -2.144" total_charge=0
W -0.641 1.227 1.241 1.04
C -0.266 -3.791 3.404 -0.07
C -0.772 -2.444 3.914 -0.37
C -2.297 -2.465 4.039 -0.07
C -0.254 -1.302 3.072 -0.28
C 0.800 -1.329 2.250 -0.06
C 1.260 -0.022 1.742 -0.18
C 1.250 1.084 2.649 -0.38
C 2.319 2.128 2.674 -0.02
C 0.084 1.156 3.432 -0.17
C -0.830 0.066 3.193 -0.32
H -0.661 -4.599 4.018 0.08
H 0.822 -3.856 3.432 0.08
H -0.592 -3.958 2.375 0.09
H -0.362 -2.292 4.921 0.15
H -2.771 -2.563 3.061 0.05
H -2.692 -1.565 4.510 0.07
H -2.603 -3.313 4.651 0.08
H 1.382 -2.208 2.012 0.12
H 2.030 -0.010 0.980 0.12
H 3.119 1.776 3.330 0.10
H 1.952 3.081 3.051 0.09
H 2.737 2.281 1.681 0.09
H -0.110 1.994 4.087 0.12
H -1.819 0.158 3.621 0.09
Se -2.377 2.769 1.867 0.22
Te -3.651 1.312 0.045 0.25
Te -5.761 1.044 1.458 0.06
Se -2.286 -0.683 0.760 0.20
F 1.840 0.262 -7.984 0.14
C 1.119 -0.676 -7.356 -0.59
F 1.772 -1.844 -7.503 0.14
F -0.041 -0.801 -8.029 0.14
C 0.882 -0.353 -5.908 -0.12
C 0.185 -1.276 -5.134 0.00
C -0.063 -1.004 -3.804 -0.01
C 0.388 0.193 -3.237 -0.23
C 1.090 1.108 -4.022 0.01
C 1.334 0.835 -5.357 0.01
C 0.124 0.486 -1.867 -0.06
C -0.137 0.755 -0.712 -0.24
H -0.161 -2.201 -5.577 0.13
H -0.604 -1.710 -3.188 0.12
H 1.433 2.030 -3.573 0.12
H 1.875 1.544 -5.967 0.12
F 1.374 3.755 -1.504 0.21
B 0.384 3.902 -0.605 -1.12
F -0.867 3.592 -1.038 0.14
F 0.465 4.970 0.204 0.20
F 0.596 2.757 0.693 -0.28



52
Properties=species:S:1:pos:R:3:lowdin_charge:R:1 method="wB97M-V/def2-TZVPD" de_lowest_kj_mol=14.9 mol_weight_g_mol=422.458 energy_ev=-62361.2626 gap_ev=7.66 lumo_energy_ev=-12.811 total_charge=+4
Sc 0.010 -0.296 0.771 1.07
N 3.819 1.412 0.062 0.18
C 4.420 0.274 0.545 0.02
C 3.411 -0.550 0.923 -0.08
N 2.192 0.063 0.670 -0.02
C 2.498 1.271 0.150 -0.23
C 1.402 2.162 -0.208 -0.24
N 0.163 1.710 0.014 -0.04
C -0.702 2.701 -0.429 -0.05
C 0.038 3.743 -0.890 0.03
N 1.356 3.378 -0.752 0.19
H 4.327 2.216 -0.290 0.20
H 5.492 0.160 0.584 0.16
H 3.496 -1.525 1.374 0.12
H -1.772 2.597 -0.383 0.12
H -0.253 4.695 -1.305 0.16
H 2.138 3.961 -1.030 0.20
C -1.178 1.304 5.896 0.04
C -1.998 0.967 4.714 -0.26
N -3.285 1.012 4.623 0.20
N -3.598 0.625 3.363 0.10
C -2.542 0.322 2.635 -0.65
S -2.465 -0.217 1.003 0.76
N -1.497 0.533 3.474 -0.07
N -0.159 0.376 3.060 0.08
H -1.851 1.584 6.705 0.12
H -0.515 2.150 5.699 0.11
H -0.584 0.450 6.230 0.11
H -4.574 0.590 3.086 0.20
H 0.291 1.297 3.100 0.14
H 0.324 -0.192 3.761 0.15
C 0.876 -4.883 0.311 -0.02
C 0.660 -3.475 0.917 -0.11
N 0.052 -2.543 -0.080 -0.25
C -1.302 -3.079 -0.446 -0.14
C -1.213 -4.541 -0.937 -0.02
N 0.235 -4.908 -1.041 -0.07
C 0.936 -3.961 -1.964 -0.02
C 0.898 -2.557 -1.319 -0.11
H 0.415 -5.655 0.923 0.16
H 1.930 -5.126 0.187 0.16
H 1.615 -3.070 1.251 0.12
H -0.009 -3.537 1.776 0.14
H -1.726 -2.438 -1.219 0.14
H -1.947 -3.020 0.427 0.10
H -1.668 -4.670 -1.917 0.16
H -1.687 -5.235 -0.245 0.16
H 0.308 -5.857 -1.422 0.22
H 0.424 -3.988 -2.924 0.16
H 1.955 -4.313 -2.107 0.16
H 0.483 -1.842 -2.031 0.14
H 1.904 -2.232 -1.056 0.12



12
Properties=species:S:1:pos:R:3:lowdin_charge:R:1 method="wB97M-V/def2-TZVPD" smiles=NCCSS de_lowest_kj_mol=19.4 mol_weight_g_mol=109.219 energy_ev=-25347.8469 gap_ev=9.23 lumo_energy_ev=0.590 total_charge=0
N 0.593 1.097 -2.839 -0.02
C 1.188 0.458 -1.644 -0.37
C 0.084 -0.210 -0.842 -0.58
S 0.476 -0.140 0.932 0.41
S -1.344 -0.623 1.780 0.30
H 1.311 1.213 -3.547 0.06
H -0.062 0.424 -3.228 0.06
H 1.740 1.209 -1.084 0.09
H 1.896 -0.315 -1.965 0.10
H -0.114 -1.229 -1.165 0.08
H -0.843 0.351 -0.990 0.06
H -2.061 0.311 1.133 -0.19



96
Properties=species:S:1:pos:R:3:lowdin_charge:R:1 method="wB97M-V/def2-TZVPD" de_lowest_kj_mol=33.0 mol_weight_g_mol=839.980 energy_ev=-150691.9185 gap_ev=4.66 lumo_energy_ev=3.724 total_charge=-2
K -0.616 -0.648 -1.207 0.73
C -2.064 -5.327 -1.542 -0.07
C -1.853 -3.895 -2.040 -0.55
O -1.360 -3.106 -1.183 -0.19
C -2.232 -3.629 -3.349 -0.08
C -2.188 -2.393 -4.086 -0.37
C -2.760 -2.457 -5.492 -0.08
N -1.706 -1.281 -3.630 -0.02
N -1.778 -0.231 -4.556 0.01
C -1.349 0.917 -4.089 -0.53
O -0.894 1.222 -2.943 -0.20
C -1.414 2.036 -5.110 -0.14
C -0.965 3.302 -4.750 -0.04
C -1.014 4.361 -5.649 -0.11
C -1.517 4.169 -6.928 -0.14
C -1.970 2.905 -7.297 -0.12
C -1.919 1.851 -6.398 -0.05
H -1.105 -5.725 -1.199 0.06
H -2.483 -5.995 -2.296 0.05
H -2.729 -5.297 -0.675 0.06
H -2.649 -4.469 -3.892 0.06
H -3.109 -3.465 -5.719 0.05
H -2.009 -2.152 -6.223 0.06
H -3.586 -1.752 -5.598 0.06
H -0.582 3.423 -3.744 0.10
H -0.659 5.341 -5.349 0.09
H -1.558 4.993 -7.631 0.08
H -2.366 2.744 -8.294 0.08
H -2.267 0.862 -6.665 0.10
C -3.805 1.709 0.771 -0.17
C -2.619 1.603 0.168 -0.07
N -1.481 1.328 1.026 -0.08
C -1.859 0.432 2.111 -0.18
C -3.095 0.768 2.708 -0.16
N -4.032 1.477 2.129 0.01
C -1.098 -0.722 2.404 -0.19
C -1.489 -1.608 3.453 0.04
C -0.782 -2.751 3.694 -0.17
C 0.325 -3.057 2.883 0.00
C 0.654 -2.150 1.892 -0.23
N 0.011 -1.005 1.676 0.13
C 1.801 -2.450 0.986 -0.20
C 2.837 -3.307 1.361 -0.09
N 3.874 -3.569 0.578 0.07
C 3.883 -2.980 -0.614 -0.13
C 2.867 -2.122 -1.002 -0.10
N 1.842 -1.852 -0.203 0.12
C -1.183 -3.673 4.787 -0.16
C -0.233 -4.329 5.566 -0.02
C -0.647 -5.166 6.587 -0.16
N -1.923 -5.403 6.886 0.04
C -2.830 -4.780 6.133 -0.16
C -2.518 -3.924 5.091 -0.01
H -4.688 1.937 0.185 0.09
H -2.428 1.725 -0.893 0.09
H -3.329 0.406 3.709 0.09
H -2.355 -1.371 4.056 0.10
H 0.820 -4.012 2.983 0.10
H 2.836 -3.764 2.344 0.10
H 4.724 -3.185 -1.266 0.10
H 2.883 -1.615 -1.962 0.12
H 0.823 -4.172 5.389 0.11
H 0.088 -5.674 7.203 0.10
H -3.868 -4.985 6.375 0.10
H -3.306 -3.470 4.505 0.12
C 0.633 5.201 3.983 -0.20
Si 0.697 4.951 2.122 0.41
C 2.501 4.907 1.596 -0.19
C -0.150 6.389 1.268 -0.19
C -0.176 3.427 1.682 -0.05
C -0.794 2.422 1.391 -0.13
H 1.162 6.114 4.270 0.02
H 1.098 4.357 4.497 0.03
H -0.398 5.273 4.332 0.03
H 3.002 5.856 1.806 0.02
H 2.594 4.716 0.524 0.03
H 3.032 4.117 2.130 0.02
H 0.346 7.333 1.513 0.02
H -1.195 6.457 1.576 0.03
H -0.129 6.260 0.185 0.03
C 2.046 1.799 -1.415 -0.02
N 2.884 1.200 -0.376 -0.10
C 2.420 0.765 0.843 -0.06
C 3.464 0.202 1.483 -0.06
N 4.557 0.284 0.630 -0.13
C 5.880 -0.237 0.883 -0.06
C 4.198 0.906 -0.517 -0.80
Se 5.262 1.390 -1.939 0.50
H 1.351 2.520 -0.972 0.10
H 1.472 1.034 -1.921 0.06
H 2.695 2.287 -2.131 0.04
H 1.381 0.862 1.115 0.10
H 3.530 -0.278 2.442 0.12
H 5.912 -0.619 1.902 0.09
H 6.618 0.552 0.751 0.07
H 6.110 -1.042 0.185 0.08



51
Properties=species:S:1:pos:R:3:lowdin_charge:R:1 method="wB97M-V/def2-TZVPD" de_lowest_kj_mol=0.0 mol_weight_g_mol=341.883 energy_ev=-39168.6980 gap_ev=6.39 lumo_energy_ev=-0.799 total_charge=0
C -2.472 -3.464 2.524 -0.13
C -1.607 -2.289 2.914 -0.68
Cl -2.609 -0.771 2.732 0.58
C -0.360 -2.137 2.045 -0.20
C 0.936 -1.805 2.812 -0.24
C 1.507 -3.072 3.282 -0.20
N 1.915 -4.084 3.622 0.18
C 0.793 -0.702 3.900 -0.18
C 1.172 0.593 3.331 -0.19
N 1.502 1.609 2.908 0.16
C 1.661 -1.008 5.201 -0.71
O 1.173 -1.951 5.836 -0.02
O 2.649 -0.277 5.359 -0.02
H -3.427 -3.402 3.044 0.07
H -2.682 -3.459 1.456 0.08
H -2.000 -4.397 2.831 0.09
H -1.342 -2.318 3.967 0.10
H -0.542 -1.418 1.258 0.07
H -0.206 -3.096 1.542 0.12
H 1.657 -1.425 2.083 0.14
H -0.230 -0.594 4.251 0.11
C 0.822 3.468 -0.160 -0.09
C -0.438 2.607 -0.141 -0.25
C -0.135 1.110 -0.197 -0.20
C 0.512 0.546 -1.446 -0.10
N -0.303 0.623 -2.724 -0.25
C -0.090 1.951 -3.410 -0.10
C 1.158 1.756 -4.243 -0.14
C 0.963 0.353 -4.821 -0.13
C 0.211 -0.413 -3.727 -0.07
C -1.749 0.380 -2.460 0.02
H 1.433 3.301 -1.054 0.06
H 0.566 4.527 -0.136 0.08
H 1.439 3.249 0.713 0.06
H -1.123 2.913 -0.940 0.09
H -0.973 2.793 0.791 0.12
H -1.036 0.543 0.039 0.09
H 0.563 0.893 0.617 0.10
H 0.704 -0.513 -1.280 0.13
H 1.468 1.024 -1.654 0.13
H -0.961 2.133 -4.039 0.14
H -0.009 2.732 -2.662 0.11
H 2.051 1.802 -3.619 0.12
H 1.257 2.520 -5.011 0.13
H 1.904 -0.128 -5.078 0.12
H 0.362 0.393 -5.729 0.12
H 0.842 -1.118 -3.195 0.13
H -0.649 -0.946 -4.121 0.13
H -2.147 1.182 -1.847 0.10
H -1.860 -0.575 -1.952 0.12
H -2.268 0.359 -3.415 0.11



137
Properties=species:S:1:pos:R:3:lowdin_charge:R:1 method="wB97M-V/def2-TZVPD" de_lowest_kj_mol=0.0 mol_weight_g_mol=1464.484 energy_ev=-239538.2789 gap_ev=7.83 lumo_energy_ev=-0.601 total_charge=0
C 6.712 -1.162 2.689 -0.16
C 5.292 -0.632 2.479 -0.51
S 5.324 0.426 1.005 0.90
C 3.670 0.445 0.221 -0.40
C 2.614 -0.329 0.965 -0.22
C 1.621 0.444 1.646 0.02
C 0.582 -0.079 2.340 -0.14
C -0.471 0.784 3.011 -0.21
N -1.850 0.395 2.712 0.00
C 0.471 -1.511 2.411 -0.30
N -0.468 -2.229 3.004 -0.20
S -0.086 -3.779 2.715 1.02
N 1.246 -3.588 1.860 -0.23
C 1.483 -2.280 1.723 -0.26
C 2.560 -1.698 0.987 -0.12
C 3.608 -2.476 0.210 -0.12
C 3.920 -3.909 0.666 -0.11
C 3.083 -4.956 -0.013 -0.22
F 2.656 -4.768 -1.280 0.07
C 2.718 -6.060 0.637 -0.33
F 1.499 -6.584 0.537 0.12
F 3.499 -6.718 1.466 0.15
H 7.453 -0.363 2.667 0.06
H 6.743 -1.603 3.685 0.08
H 6.991 -1.902 1.940 0.07
H 5.032 -0.028 3.342 0.04
H 4.629 -1.489 2.400 0.07
H 3.348 1.482 0.178 0.07
H 3.723 0.052 -0.794 0.08
H 1.667 1.526 1.620 0.12
H -0.357 1.796 2.614 0.11
H -0.309 0.808 4.088 0.11
H -2.181 -0.279 3.387 0.06
H -1.922 -0.035 1.801 0.06
H 4.532 -1.908 0.259 0.07
H 3.350 -2.519 -0.851 0.13
H 3.896 -4.051 1.742 0.12
H 4.953 -4.090 0.354 0.09
C -7.017 1.332 2.756 -0.14
C -7.038 0.106 1.877 -0.15
O -6.381 0.518 0.666 -0.18
S -5.255 1.596 1.017 0.60
O -3.993 0.955 1.086 -0.22
O -5.467 2.737 0.193 -0.23
O -5.739 1.935 2.500 -0.18
H -7.795 2.043 2.467 0.13
H -7.121 1.094 3.810 0.14
H -8.047 -0.230 1.671 0.10
H -6.460 -0.712 2.313 0.14
C -10.094 1.005 -1.522 -0.15
C -10.934 1.993 -0.742 -0.15
O -11.724 1.173 0.138 -0.18
S -10.886 -0.122 0.553 0.60
O -10.283 0.125 1.818 -0.23
O -11.668 -1.272 0.297 -0.20
O -9.746 -0.005 -0.564 -0.19
H -10.667 0.534 -2.323 0.13
H -9.196 1.456 -1.935 0.14
H -11.579 2.592 -1.378 0.14
H -10.312 2.651 -0.131 0.12
C -0.552 -5.749 -1.511 -0.16
C -0.830 -4.423 -0.836 -0.16
O -1.624 -3.698 -1.793 -0.18
S -2.533 -4.721 -2.621 0.60
O -3.832 -4.758 -2.060 -0.21
O -2.323 -4.473 -4.005 -0.23
O -1.769 -6.063 -2.206 -0.18
H 0.248 -5.665 -2.247 0.11
H -0.308 -6.535 -0.806 0.12
H 0.076 -3.872 -0.598 0.12
H -1.424 -4.556 0.071 0.12
C -3.144 4.545 -1.253 -0.17
C -3.165 3.326 -2.129 -0.17
O -2.518 3.736 -3.345 -0.19
S -1.391 4.825 -2.997 0.60
O -0.130 4.182 -2.921 -0.22
O -1.601 5.958 -3.823 -0.22
O -1.871 5.163 -1.503 -0.18
H -3.926 5.251 -1.538 0.12
H -3.245 4.301 -0.200 0.13
H -4.173 2.980 -2.334 0.13
H -2.584 2.513 -1.690 0.14
C 6.929 -6.034 -3.469 -0.15
C 7.855 -6.189 -2.281 -0.16
O 8.257 -4.847 -1.966 -0.18
S 7.061 -3.838 -2.301 0.61
O 6.336 -3.568 -1.109 -0.22
O 7.563 -2.798 -3.117 -0.20
O 6.187 -4.839 -3.191 -0.18
H 7.486 -5.884 -4.395 0.14
H 6.254 -6.877 -3.585 0.14
H 8.724 -6.801 -2.502 0.14
H 7.330 -6.600 -1.416 0.13
C -6.854 6.736 -1.351 -0.16
C -7.696 7.718 -0.566 -0.16
O -8.466 6.896 0.321 -0.18
S -7.610 5.607 0.740 0.59
O -7.003 5.845 1.996 -0.20
O -8.397 4.452 0.489 -0.23
O -6.485 5.733 -0.396 -0.20
H -7.433 6.258 -2.145 0.14
H -5.965 7.195 -1.777 0.14
H -8.352 8.308 -1.199 0.14
H -7.075 8.385 0.036 0.14
C 0.257 -4.383 -5.647 -0.16
C 1.401 -4.208 -4.672 -0.16
O 2.307 -5.273 -4.990 -0.19
S 2.245 -5.576 -6.564 0.60
O 3.315 -4.902 -7.204 -0.22
O 2.029 -6.966 -6.739 -0.22
O 0.891 -4.784 -6.875 -0.18
H -0.421 -5.175 -5.336 0.12
H -0.305 -3.466 -5.795 0.14
H 1.083 -4.276 -3.637 0.11
H 1.920 -3.260 -4.829 0.14
C 3.121 3.881 3.849 -0.14
C 3.968 4.118 5.081 -0.15
O 3.493 3.142 6.030 -0.18
S 3.032 1.824 5.257 0.59
O 4.086 0.873 5.290 -0.22
O 1.720 1.490 5.679 -0.22
O 2.968 2.451 3.787 -0.20
H 2.131 4.327 3.965 0.14
H 3.580 4.253 2.937 0.10
H 3.855 5.122 5.480 0.14
H 5.019 3.922 4.889 0.11
C 8.123 5.039 0.559 -0.15
C 7.296 3.820 0.206 -0.16
O 6.455 3.624 1.351 -0.21
S 6.100 5.031 2.004 0.59
O 4.827 5.446 1.533 -0.22
O 6.409 4.973 3.387 -0.21
O 7.214 5.902 1.259 -0.18
H 8.942 4.784 1.235 0.14
H 8.521 5.543 -0.317 0.14
H 7.901 2.937 0.025 0.14
H 6.657 4.006 -0.660 0.14



9
Properties=species:S:1:pos:R:3:lowdin_charge:R:1 method="wB97M-V/def2-TZVPD" smiles="N#CC(=S)CS" de_lowest_kj_mol=112.1 mol_weight_g_mol=117.198 energy_ev=-26318.1255 gap_ev=7.42 lumo_energy_ev=-2.140 total_charge=0
N 2.207 1.819 -0.066 0.19
C 1.438 0.979 0.105 -0.36
C 0.625 -0.144 0.268 -0.73
S 1.640 -1.557 -0.181 0.66
C -0.812 -0.055 0.525 -0.54
S -1.593 0.091 -1.144 0.74
H -1.057 0.885 1.022 0.08
H -1.242 -0.902 1.051 0.08
H -1.206 -1.115 -1.579 -0.13